1.
A molecular structure, C29H29N3RuSi at a distorted geometry, computed with ωB97M-V/def2-TZVPD.

For the HOMO energy (alpha / beta), the calculation gives -9.89 / -11.18 eV. Its multiplicity is 6. For the orbital gap (alpha / beta), the calculation gives 6.8 / 5.4 eV. As for the total charge: +1.

Each line ends with the Mulliken spin population.
Cartesian coordinates (Å):
C: 1.660 -2.496 2.806  -0.040
C: 0.362 -1.911 2.741  0.270
C: -0.262 -2.322 1.510  0.015
H: -0.115 -1.327 3.524  0.009
C: 0.686 -3.172 0.801  -0.044
C: 1.874 -3.252 1.606  0.284
H: 2.750 -3.847 1.373  0.014
H: 2.369 -2.395 3.624  0.003
H: -1.285 -2.128 1.205  0.013
H: 0.502 -3.711 -0.120  0.012
Ru: 1.367 -1.174 0.771  3.075
C: 0.540 -0.862 -0.992  -0.045
H: 0.421 -1.683 -1.715  0.036
H: 0.995 0.017 -1.471  0.011
H: -0.467 -0.625 -0.593  0.041
Si: -1.914 1.058 -2.448  0.009
C: -2.827 2.435 -1.613  0.002
C: -3.355 2.229 -0.323  0.004
H: -3.296 1.241 0.150  -0.001
C: -3.949 3.299 0.360  -0.001
H: -4.387 3.135 1.348  0.000
C: -3.986 4.571 -0.228  0.001
H: -4.442 5.407 0.311  0.000
C: -3.437 4.770 -1.502  0.000
H: -3.485 5.756 -1.962  0.000
C: -2.830 3.710 -2.188  0.001
H: -2.361 3.851 -3.164  0.000
C: -3.134 -0.286 -2.824  0.001
C: -4.502 0.044 -2.901  0.000
H: -4.815 1.091 -2.809  0.000
C: -5.464 -0.964 -3.062  0.000
H: -6.521 -0.693 -3.107  0.000
C: -5.072 -2.304 -3.149  0.000
H: -5.826 -3.088 -3.235  0.000
C: -3.710 -2.630 -3.131  0.000
H: -3.407 -3.673 -3.230  0.000
C: -2.739 -1.630 -2.982  0.001
H: -1.673 -1.878 -2.971  -0.003
H: -1.082 0.786 -1.265  0.004
H: -0.971 1.341 -3.602  0.001
C: 6.823 -2.385 0.506  0.086
C: 5.662 -2.901 -0.086  -0.034
C: 4.457 -2.202 0.007  0.132
C: 4.409 -0.980 0.717  -0.096
C: 5.580 -0.456 1.285  0.088
C: 6.786 -1.155 1.185  -0.039
N: 3.200 -0.294 0.984  0.388
N: 3.361 0.832 1.694  0.424
C: 2.163 1.436 1.991  -0.023
C: 2.113 2.693 2.639  0.099
C: 0.882 3.221 2.977  0.008
C: -0.280 2.456 2.720  0.090
C: -0.163 1.220 2.106  0.012
N: 1.030 0.753 1.660  0.193
H: 7.753 -2.955 0.449  0.005
H: 5.692 -3.853 -0.620  -0.001
H: 3.538 -2.612 -0.426  -0.034
H: 5.508 0.482 1.841  0.020
H: 7.690 -0.743 1.635  -0.002
H: 3.083 3.152 2.815  0.000
H: 0.808 4.212 3.435  0.000
H: -1.272 2.814 2.998  0.006
H: -1.034 0.578 1.944  0.003


2.
A molecular structure, C52H47CdN4O3S4, computed with ωB97M-V/def2-TZVPD.

For the HOMO energy, the calculation gives -10.58 eV. Its multiplicity is 1. For the orbital gap, the calculation gives 8.2 eV. As for the total charge: +1.

Each line ends with the Mulliken charge.
Cartesian coordinates (Å):
Cd: 0.697 -2.317 0.925  3.037
C: 6.486 4.329 -2.244  -1.518
C: 5.295 3.597 -1.692  1.020
C: 5.317 3.048 -0.412  -0.997
C: 4.223 2.359 0.090  -0.576
C: 3.087 2.222 -0.691  0.030
C: 3.048 2.747 -1.975  -0.625
C: 4.146 3.436 -2.464  -0.823
S: 1.684 1.294 -0.088  1.888
O: 2.227 0.478 1.050  -1.467
C: 0.739 2.655 0.635  1.019
C: 1.346 3.506 1.590  -1.112
C: 0.657 4.547 2.121  -1.261
C: -0.666 4.828 1.698  0.621
C: -1.376 5.934 2.220  -0.989
C: -2.630 6.233 1.772  -0.821
C: -3.224 5.438 0.770  -0.825
C: -2.564 4.357 0.258  -0.868
C: -1.269 4.007 0.720  1.357
C: -0.557 2.867 0.216  -0.033
C: -1.217 2.144 -0.921  -1.006
C: -1.032 2.701 -2.223  0.930
C: -0.096 3.745 -2.458  -1.306
C: 0.091 4.246 -3.712  -0.373
C: -0.651 3.748 -4.806  -0.815
C: -1.564 2.754 -4.613  -0.962
C: -1.774 2.206 -3.322  0.775
C: -2.721 1.179 -3.113  -1.300
C: -2.873 0.633 -1.876  -1.412
C: -2.117 1.107 -0.775  1.440
S: -2.208 -0.064 0.573  -0.230
O: -0.892 -0.780 0.466  0.043
C: -2.185 0.924 2.048  0.789
C: -3.167 1.887 2.244  -0.530
C: -3.225 2.552 3.455  -0.560
C: -2.327 2.257 4.480  0.949
C: -2.408 2.982 5.793  -1.683
C: -1.374 1.265 4.265  -0.964
C: -1.299 0.587 3.058  -0.379
H: 7.232 4.512 -1.471  0.366
H: 6.192 5.289 -2.668  0.366
H: 6.961 3.753 -3.040  0.308
H: 6.203 3.164 0.200  0.309
H: 4.245 1.917 1.080  0.531
H: 2.162 2.625 -2.587  0.684
H: 4.114 3.848 -3.465  0.432
H: 2.368 3.328 1.892  0.431
H: 1.123 5.197 2.852  0.388
H: -0.898 6.545 2.977  0.490
H: -3.166 7.083 2.172  0.427
H: -4.211 5.687 0.403  0.461
H: -3.040 3.764 -0.512  0.453
H: 0.476 4.145 -1.630  0.542
H: 0.812 5.037 -3.872  0.466
H: -0.494 4.160 -5.793  0.416
H: -2.141 2.365 -5.441  0.466
H: -3.315 0.829 -3.948  0.417
H: -3.582 -0.169 -1.712  0.621
H: -3.887 2.114 1.461  0.411
H: -3.977 3.319 3.602  0.425
H: -2.582 4.048 5.643  0.375
H: -1.492 2.861 6.369  0.377
H: -3.234 2.598 6.394  0.330
H: -0.671 1.020 5.052  0.412
H: -0.534 -0.157 2.896  0.115
S: 1.189 -2.468 3.444  -0.546
C: 2.871 -2.702 3.185  0.662
N: 3.535 -1.879 2.335  0.542
C: 4.807 -2.090 1.973  0.030
C: 5.511 -3.095 2.570  -0.745
C: 4.820 -3.842 3.532  -0.054
N: 3.546 -3.665 3.825  -0.583
H: 2.993 -1.168 1.835  -0.323
H: 5.201 -1.437 1.207  0.520
H: 6.538 -3.296 2.312  0.412
H: 5.325 -4.630 4.080  0.426
S: -4.653 -6.558 0.781  -0.220
C: -3.245 -5.501 0.743  0.763
C: -2.368 -5.531 1.823  -0.842
C: -1.288 -4.671 1.834  -0.708
N: -1.040 -3.810 0.843  0.080
C: -1.884 -3.781 -0.196  -0.360
C: -2.991 -4.596 -0.287  -0.756
C: -5.042 -6.678 -0.950  0.069
C: -6.259 -6.213 -1.421  -0.133
C: -6.534 -6.355 -2.777  -0.349
N: -5.690 -6.899 -3.645  -0.571
C: -4.528 -7.348 -3.175  -0.348
C: -4.158 -7.272 -1.842  -0.015
H: -2.517 -6.220 2.643  0.462
H: -0.584 -4.669 2.658  0.403
H: -1.663 -3.062 -0.975  0.316
H: -3.641 -4.529 -1.148  0.435
H: -6.975 -5.751 -0.756  0.407
H: -7.478 -6.004 -3.178  0.369
H: -3.860 -7.799 -3.900  0.376
H: -3.208 -7.667 -1.508  0.427
C: 1.457 -1.977 -2.403  -1.063
C: 2.470 -2.641 -1.470  1.744
C: 2.170 -4.139 -1.383  -1.641
C: 3.887 -2.433 -2.005  -1.800
O: 2.418 -2.049 -0.189  -0.414
H: 1.448 -2.437 -3.394  0.537
H: 1.685 -0.919 -2.509  0.096
H: 0.448 -2.055 -1.981  -0.015
H: 2.296 -4.638 -2.345  0.451
H: 1.135 -4.307 -1.061  0.121
H: 2.836 -4.611 -0.656  0.327
H: 4.002 -2.820 -3.020  0.436
H: 4.605 -2.944 -1.359  0.372
H: 4.122 -1.367 -2.010  0.221


3.
A gas-phase ion, C30H40N3 (charge +1), computed with ωB97M-V/def2-TZVPD.

For the HOMO energy, the calculation gives -11.04 eV. Its multiplicity is 1. For the orbital gap, the calculation gives 8.2 eV. As for the total charge: +1.

Each line ends with the natural charge from an NBO analysis.
Cartesian coordinates (Å):
C: -1.517 -1.660 -4.553  -0.602
C: -2.087 -1.081 -3.257  -0.029
C: -3.607 -1.257 -3.256  -0.621
C: -1.722 0.407 -3.166  -0.473
C: -2.114 1.003 -1.848  0.416
N: -2.397 2.301 -1.787  -0.350
C: -2.932 2.963 -0.612  -0.223
C: -1.820 3.708 0.128  -0.406
C: -1.192 4.730 -0.817  -0.406
C: -0.751 4.051 -2.111  -0.406
C: -1.916 3.280 -2.743  -0.219
C: -2.163 0.175 -0.729  -0.469
C: -1.830 -1.174 -0.755  0.417
N: -1.834 -1.929 0.340  -0.345
C: -2.196 -1.433 1.653  -0.235
C: -0.931 -0.879 2.335  -0.231
N: 0.213 -1.503 1.696  -0.453
C: 1.482 -1.131 2.308  -0.097
C: 2.650 -1.735 1.558  0.071
C: 3.783 -2.140 2.250  -0.228
C: 4.876 -2.649 1.571  -0.193
C: 4.847 -2.761 0.192  -0.212
C: 3.721 -2.358 -0.506  -0.190
C: 2.632 -1.844 0.173  -0.266
C: 1.677 0.370 2.268  -0.023
C: 1.391 1.093 1.115  -0.248
C: 1.634 2.453 1.065  -0.155
C: 2.159 3.111 2.165  -0.229
C: 2.441 2.398 3.317  -0.192
C: 2.203 1.036 3.366  -0.202
C: -0.020 -2.932 1.600  -0.246
C: -1.063 -3.151 0.476  -0.211
C: -1.466 -1.811 -2.060  -0.440
H: -0.436 -1.548 -4.593  0.211
H: -1.753 -2.718 -4.632  0.222
H: -1.944 -1.156 -5.415  0.222
H: -3.864 -2.310 -3.336  0.222
H: -4.047 -0.740 -4.106  0.221
H: -4.054 -0.863 -2.347  0.215
H: -0.642 0.519 -3.304  0.242
H: -2.221 0.929 -3.983  0.237
H: -3.443 2.252 0.034  0.218
H: -3.676 3.685 -0.960  0.214
H: -2.233 4.205 1.004  0.228
H: -1.063 2.996 0.466  0.212
H: -0.337 5.206 -0.337  0.226
H: -1.922 5.509 -1.046  0.206
H: -0.387 4.792 -2.822  0.231
H: 0.063 3.352 -1.905  0.200
H: -1.585 2.810 -3.666  0.222
H: -2.732 3.970 -2.978  0.211
H: -2.371 0.625 0.224  0.230
H: -2.989 -0.690 1.592  0.225
H: -2.588 -2.284 2.214  0.220
H: -0.972 -1.088 3.418  0.187
H: -0.852 0.202 2.203  0.219
H: 1.522 -1.465 3.361  0.186
H: 3.811 -2.058 3.327  0.213
H: 5.751 -2.961 2.121  0.222
H: 5.699 -3.159 -0.338  0.222
H: 3.694 -2.443 -1.582  0.213
H: 1.752 -1.531 -0.369  0.207
H: 0.976 0.582 0.259  0.213
H: 1.429 3.006 0.159  0.195
H: 2.351 4.172 2.122  0.219
H: 2.852 2.903 4.178  0.223
H: 2.433 0.485 4.266  0.215
H: -0.377 -3.352 2.554  0.178
H: 0.909 -3.437 1.339  0.242
H: -0.548 -3.382 -0.452  0.219
H: -1.730 -3.981 0.726  0.215
H: -0.376 -1.800 -2.166  0.237
H: -1.795 -2.851 -2.078  0.234